A 9-piece molecular cluster, C22H55ClF3N19O15PS2 overall at a distorted geometry, computed with ωB97M-V with the def2-TZVPD basis set.

Properties
total energy	-134363.7348	eV
multiplicity	1
HOMO-LUMO gap	6.2	eV
HOMO energy	-0.4022	Ha
net charge	+1

Atoms and positions in Å:
C (-2.816, 3.083, -5.159)
C (-3.570, 2.726, -3.858)
O (-4.737, 2.913, -3.783)
O (-2.774, 2.251, -2.852)
C (-3.475, 1.430, -1.909)
C (-2.623, 1.476, -0.593)
C (-1.497, 0.422, -0.678)
N (-1.094, -0.182, 0.650)
C (-0.027, 0.283, 1.286)
N (0.700, 1.365, 0.782)
Cl (-0.173, 2.856, 0.947)
C (2.001, 1.546, 1.472)
C (2.710, 2.785, 0.811)
C (1.855, 1.755, 3.031)
C (3.269, 1.624, 3.608)
C (3.348, 2.432, 4.997)
C (1.967, 2.561, 5.762)
O (2.704, 3.694, 5.005)
C (0.827, 0.687, 3.513)
N (0.409, -0.293, 2.479)
P (1.431, -1.651, 2.300)
O (2.611, -1.678, 3.416)
O (0.509, -2.946, 2.657)
S (2.219, -1.894, 0.560)
S (-2.061, -1.501, 1.195)
O (-3.407, -1.247, 0.785)
O (-2.075, -1.694, 2.610)
C (-1.628, -3.092, 0.270)
F (-0.552, -2.981, -0.482)
F (-2.623, -3.368, -0.555)
F (-1.582, -4.087, 1.127)
H (-1.773, 3.294, -4.867)
H (-2.808, 2.178, -5.788)
H (-3.302, 3.940, -5.638)
H (-4.472, 1.800, -1.627)
H (-3.602, 0.391, -2.268)
H (-2.287, 2.518, -0.513)
H (-3.316, 1.294, 0.249)
H (-1.917, -0.426, -1.252)
H (-0.610, 0.757, -1.238)
H (2.707, 0.712, 1.337)
H (2.483, 2.814, -0.267)
H (2.507, 3.725, 1.343)
H (3.797, 2.589, 0.877)
H (1.408, 2.742, 3.229)
H (4.048, 2.143, 3.026)
H (3.557, 0.614, 3.938)
H (4.251, 2.289, 5.624)
H (1.052, 2.812, 5.214)
H (2.058, 3.006, 6.777)
H (-0.098, 1.159, 3.895)
H (1.263, 0.181, 4.394)
H (3.458, -1.765, 2.944)
H (1.026, -3.729, 2.392)
C (-6.616, -1.802, -0.855)
O (-5.817, -1.008, -1.331)
N (-7.865, -1.982, -1.360)
N (-6.323, -2.577, 0.225)
H (-8.530, -2.634, -0.978)
H (-8.123, -1.431, -2.158)
H (-5.409, -2.473, 0.629)
H (-6.967, -3.234, 0.630)
C (5.952, -1.081, -1.288)
O (5.345, -0.035, -1.078)
N (7.128, -1.124, -1.958)
N (5.485, -2.289, -0.860)
H (7.633, -1.970, -2.142)
H (7.499, -0.252, -2.289)
H (4.616, -2.281, -0.363)
H (5.956, -3.159, -1.018)
C (-3.708, -5.771, 4.614)
O (-4.323, -6.512, 5.355)
N (-3.275, -4.534, 5.003)
N (-3.395, -6.110, 3.327)
H (-2.766, -3.907, 4.407)
H (-3.486, -4.250, 5.942)
H (-3.696, -7.011, 3.004)
H (-2.889, -5.512, 2.703)
C (-3.875, 7.204, -7.095)
O (-2.775, 7.074, -6.584)
N (-5.002, 6.651, -6.560)
N (-4.070, 7.912, -8.245)
H (-5.916, 6.743, -6.962)
H (-4.894, 6.123, -5.713)
H (-3.262, 8.333, -8.666)
H (-4.964, 8.031, -8.681)
C (6.123, -1.998, -5.253)
O (6.432, -2.687, -4.288)
N (5.237, -0.965, -5.154)
N (6.636, -2.204, -6.491)
H (4.969, -0.386, -5.927)
H (4.840, -0.785, -4.249)
H (7.294, -2.954, -6.600)
H (6.400, -1.650, -7.292)
C (3.102, 4.776, 9.450)
O (3.672, 4.141, 8.577)
N (3.438, 4.675, 10.767)
N (2.081, 5.640, 9.180)
H (2.984, 5.188, 11.499)
H (4.186, 4.048, 11.002)
H (1.809, 5.741, 8.219)
H (1.600, 6.172, 9.880)
C (10.238, -2.791, -7.194)
O (9.224, -2.504, -7.812)
N (11.480, -2.688, -7.742)
N (10.212, -3.239, -5.904)
H (12.326, -2.918, -7.255)
H (11.537, -2.362, -8.690)
H (9.313, -3.327, -5.464)
H (11.033, -3.480, -5.383)
C (-10.496, -4.296, 1.077)
O (-9.620, -4.666, 0.308)
N (-10.717, -4.903, 2.275)
N (-11.325, -3.250, 0.799)
H (-11.429, -4.619, 2.921)
H (-10.126, -5.679, 2.512)
H (-11.193, -2.779, -0.077)
H (-12.049, -2.933, 1.416)